ORCA calculation (ωB97M-V/def2-TZVPD) on a molecular structure, C35H33Cl2N2O5SSiTa.

Properties
E, a.u.: -3504.03482
LUMO energy, eV: -6.888
E_HOMO, Ha: -0.517
Charge: +2
ΔE to the lowest compared entry with this formula, charge and spin, kcal/mol: 5.3
Orbital gap, eV: 7.19

XYZ file:
```
80
Properties=species:S:1:pos:R:3:forces:R:3
Ta -0.0046 -0.4297 -0.9554 0.100 0.039 -0.004
Cl 6.7482 2.3362 -2.3678 -0.057 -0.040 0.007
C 5.2807 1.4652 -2.1519 0.044 0.080 -0.008
C 5.2992 0.0702 -2.1787 -0.038 -0.065 0.010
C 4.1441 -0.6668 -1.9841 0.087 0.087 -0.089
Cl 4.2189 -2.3818 -2.0386 -0.015 -0.038 0.009
C 2.9306 -0.0209 -1.7550 0.089 -0.024 0.120
O 1.8310 -0.7465 -1.5263 -0.088 0.046 -0.057
C 2.9167 1.3903 -1.7571 -0.098 -0.087 0.049
C 1.6928 2.0787 -1.5791 0.074 -0.149 -0.088
O 0.5851 1.5051 -1.4335 -0.079 0.154 0.236
C 4.0960 2.1274 -1.9537 -0.008 0.105 -0.004
H 6.2342 -0.4477 -2.3491 -0.004 -0.008 0.000
H 1.6744 3.1711 -1.5908 0.020 -0.009 -0.009
H 4.0609 3.2096 -1.9482 0.016 -0.002 -0.001
C -8.0287 -0.2765 -3.5311 0.002 -0.004 -0.011
C -6.5600 -0.4430 -3.2931 0.003 0.003 0.021
C -6.0259 -0.2060 -2.0191 0.018 -0.003 -0.001
C -4.6761 -0.3313 -1.7809 -0.025 -0.002 -0.031
C -3.8506 -0.7045 -2.8453 -0.038 0.025 0.046
C -4.3458 -0.9514 -4.1245 -0.008 0.008 0.034
C -5.7052 -0.8164 -4.3308 -0.008 -0.006 -0.020
S -2.1716 -0.8587 -2.5789 0.156 0.119 0.228
O -1.5769 0.4568 -2.0480 0.019 -0.210 -0.445
O -1.4620 -1.3671 -3.7162 -0.240 0.012 0.194
N -1.8018 -1.6254 -1.1880 0.037 -0.106 -0.363
C -1.1693 -2.8899 -1.1907 -0.074 -0.012 -0.013
C -1.6684 -4.1616 -1.3359 0.033 -0.027 -0.014
C -0.7476 -5.1963 -1.2105 -0.032 0.016 -0.006
C 0.5943 -4.9327 -0.9442 0.002 -0.027 -0.001
C 1.0113 -3.6257 -0.8142 -0.009 0.042 0.027
N 0.1210 -2.6330 -0.9413 0.072 -0.089 0.053
H -8.6071 -0.6451 -2.6851 -0.004 0.002 0.000
H -8.3506 -0.7948 -4.4315 0.002 0.001 -0.001
H -8.2642 0.7832 -3.6518 -0.003 0.001 0.001
H -6.6864 0.0765 -1.2099 -0.003 0.001 -0.001
H -4.2664 -0.1534 -0.7952 0.006 0.000 0.004
H -3.6809 -1.2420 -4.9259 0.004 0.002 -0.001
H -6.1128 -1.0065 -5.3147 0.000 0.001 -0.001
H -2.7153 -4.3419 -1.5317 -0.007 0.028 -0.002
H -1.0831 -6.2194 -1.3180 0.018 -0.007 0.002
H 1.3059 -5.7391 -0.8445 0.007 0.006 0.002
H 2.0359 -3.3365 -0.6254 0.001 -0.012 0.001
C -1.5727 0.3835 3.5807 -0.018 -0.012 0.007
C -0.0792 0.0384 3.6743 0.007 0.008 -0.050
C 0.0895 -1.4764 3.8274 -0.007 -0.029 -0.005
C 0.5389 0.7520 4.8868 0.003 0.005 0.025
Si 0.7692 0.7031 2.1499 -0.014 -0.094 0.066
O -0.0567 -0.0944 0.7988 0.009 0.202 0.083
C 0.4677 2.5098 1.8633 0.018 -0.013 0.012
C 1.2543 3.4600 2.5269 -0.017 0.018 -0.004
C 1.0085 4.8177 2.3817 0.004 0.004 0.002
C -0.0323 5.2507 1.5726 -0.007 -0.013 -0.008
C -0.8362 4.3242 0.9221 0.000 0.021 0.002
C -0.5906 2.9674 1.0721 0.001 0.028 -0.005
C 2.5286 0.1752 1.8328 0.009 0.058 0.018
C 2.8468 -1.1899 1.7847 -0.007 0.026 -0.015
C 4.1449 -1.6154 1.5506 0.005 -0.009 -0.009
C 5.1572 -0.6820 1.3632 -0.005 -0.010 0.001
C 4.8635 0.6728 1.3943 0.006 0.004 -0.001
C 3.5596 1.0961 1.6205 0.013 -0.032 -0.017
H -2.0767 0.0592 4.4947 0.003 -0.001 -0.001
H -2.0564 -0.1261 2.7428 0.002 0.001 -0.002
H -1.7423 1.4568 3.4760 0.011 0.006 -0.002
H -0.4869 -1.8198 4.6903 0.001 0.007 0.003
H 1.1291 -1.7568 4.0009 0.003 0.004 0.007
H -0.2807 -2.0238 2.9546 0.001 0.004 0.002
H 0.0651 0.3852 5.8008 0.007 0.006 0.005
H 0.3814 1.8318 4.8492 -0.006 0.001 -0.004
H 1.6116 0.5616 4.9759 0.003 -0.012 -0.005
H 2.0589 3.1463 3.1828 0.003 -0.007 0.001
H 1.6235 5.5361 2.9071 0.000 0.001 0.000
H -0.2285 6.3086 1.4597 0.009 0.004 0.008
H -1.6614 4.6631 0.3096 -0.006 -0.017 -0.004
H -1.2484 2.2654 0.5710 0.004 -0.006 0.003
H 2.0730 -1.9323 1.9488 0.006 -0.016 0.001
H 4.3785 -2.6724 1.5333 -0.014 -0.003 0.005
H 6.1746 -1.0157 1.2033 0.005 0.011 -0.002
H 5.6515 1.4026 1.2563 0.001 0.000 0.000
H 3.3532 2.1590 1.6358 -0.006 0.003 0.005
```
Positions in Å, forces in eV/Å.